## i
The molecule C2H2N4. Source: the Open Molecules 2025 dataset; level of theory: the ωB97M-V functional and the def2-TZVPD basis.

* E_LUMO: 0.3 eV
* SMILES string: N#CN(N)C#N
* HOMO energy: -10.64 eV

Each line ends with the Mulliken charge.
CARTESIAN COORDINATES (ANGSTROEM)
N (-0.8132, -2.3516, 0.1030)  -0.359
C (-0.5642, -1.2372, -0.0232)  0.295
N (-0.1484, 0.0616, -0.1133)  0.218
N (1.1683, 0.4402, 0.0871)  -0.632
C (-1.1956, 0.9667, 0.0808)  0.250
N (-2.0042, 1.7674, 0.0035)  -0.345
H (1.8705, -0.1397, 0.6829)  0.304
H (1.6869, 0.4926, -0.8209)  0.270

## ii
The molecule C2H2N4. Source: the Open Molecules 2025 dataset; level of theory: the ωB97M-V functional and the def2-TZVPD basis.

* E_LUMO: -0.5 eV
* SMILES string: c1cnnnn1
* HOMO energy: -9.92 eV

Each line ends with the Mulliken charge.
CARTESIAN COORDINATES (ANGSTROEM)
C (0.3455, 0.5569, 0.6229)  0.048
C (-0.1457, -0.8309, 0.5765)  -0.102
N (0.0250, -1.3689, -0.5638)  -0.342
N (-0.4591, -0.1911, -1.7710)  -0.036
N (-0.5215, 0.9591, -1.4117)  -0.054
N (0.2489, 1.4032, -0.3258)  -0.217
H (1.0544, 0.8139, 1.4027)  0.361
H (-0.5474, -1.3422, 1.4703)  0.340

It turns out i is the most stable, with the second structure 1.451 eV higher.

## i
The molecule C2H2N4. Source: the Open Molecules 2025 dataset; level of theory: the ωB97M-V functional and the def2-TZVPD basis.

* E_LUMO: -0.7 eV
* SMILES string: c1ncnnn1
* HOMO energy: -10.19 eV

Each line ends with the Mulliken charge.
CARTESIAN COORDINATES (ANGSTROEM)
C (0.8590, 0.6848, 0.3468)  0.108
N (-0.3490, 0.5712, 0.8760)  -0.403
C (-1.1084, -0.2515, 0.1597)  0.087
N (-0.6663, -1.0742, -0.7922)  -0.193
N (0.6339, -1.1450, -0.9734)  -0.209
N (1.4024, -0.1884, -0.5035)  -0.168
H (1.4083, 1.5973, 0.5613)  0.387
H (-2.1798, -0.1942, 0.3251)  0.391

## ii
The molecule C2H2N4. Source: the Open Molecules 2025 dataset; level of theory: the ωB97M-V functional and the def2-TZVPD basis.

* E_LUMO: -0.9 eV
* HOMO energy: -9.46 eV

Each line ends with the Mulliken charge.
CARTESIAN COORDINATES (ANGSTROEM)
C (0.5870, -1.0001, -1.0353)  0.205
C (-0.3065, -0.1394, -0.2651)  0.448
N (1.3759, -1.6537, -1.4826)  -0.262
N (1.5370, 0.1755, 1.1280)  -0.537
N (-1.5426, 0.0270, -0.3543)  -0.504
N (0.4486, 0.5365, 0.7357)  0.245
H (-1.8517, 0.6986, 0.2712)  0.211
H (-0.2475, 1.3557, 1.0024)  0.195

It turns out i is the most stable, with the second structure 1.676 eV higher.

## i
The molecule C2H2N4. Source: the Open Molecules 2025 dataset; level of theory: the ωB97M-V functional and the def2-TZVPD basis.

* E_LUMO: -0.7 eV
* SMILES string: c1ncnnn1
* HOMO energy: -10.18 eV

Each line ends with the Mulliken charge.
CARTESIAN COORDINATES (ANGSTROEM)
C (-1.0859, -0.3847, -0.2366)  0.085
N (-0.0873, -1.0692, 0.3272)  -0.414
C (1.0295, -0.3678, 0.2594)  0.074
N (1.1745, 0.8995, -0.1785)  -0.191
N (0.0744, 1.5746, -0.0758)  -0.180
N (-1.0626, 0.9363, -0.2762)  -0.137
H (-1.9853, -0.8792, -0.6038)  0.392
H (1.9318, -0.6850, 0.7520)  0.371

## ii
The molecule C2H2N4. Source: the Open Molecules 2025 dataset; level of theory: the ωB97M-V functional and the def2-TZVPD basis.

* E_LUMO: 0.8 eV
* HOMO energy: -9.31 eV

Each line ends with the Mulliken charge.
CARTESIAN COORDINATES (ANGSTROEM)
C (-0.4152, 0.5557, -0.2595)  0.043
N (-1.2442, -0.5828, 0.1418)  -0.670
N (-0.5537, -1.6083, 0.0929)  0.823
N (0.0996, -2.5312, 0.0497)  -0.384
N (1.0111, 0.2780, -0.6780)  -0.476
C (0.8091, 0.9623, 0.3645)  -0.010
H (-1.0268, 1.3010, -0.7594)  0.353
H (1.3200, 1.6253, 1.0480)  0.322

It turns out i is the most stable, with the second structure 1.417 eV higher.

## i
A cluster of 2 separate species, C2H2N4 in total. Source: the Open Molecules 2025 dataset; level of theory: the ωB97M-V functional and the def2-TZVPD basis.

* E_LUMO: -0.4 eV
* HOMO energy: -8.56 eV

Each line ends with the Mulliken charge.
CARTESIAN COORDINATES (ANGSTROEM)
C (0.5831, 1.1990, -0.3449)  0.090
C (-0.0014, -1.2098, 0.6647)  0.071
N (0.0420, 1.3704, -1.6345)  -0.191
N (-0.5636, 1.9316, -0.7132)  -0.200
N (-1.4041, -1.3325, 0.8312)  -0.187
N (-0.9145, -1.9204, -0.1390)  -0.200
H (1.5113, 1.5799, 0.0255)  0.311
H (0.7472, -1.6182, 1.3102)  0.305

## ii
The molecule C2H2N4. Source: the Open Molecules 2025 dataset; level of theory: the ωB97M-V functional and the def2-TZVPD basis.

* E_LUMO: -0.9 eV
* SMILES string: c1ncnnn1
* HOMO energy: -9.89 eV

Each line ends with the Mulliken charge.
CARTESIAN COORDINATES (ANGSTROEM)
C (0.7936, 0.9219, 0.1268)  0.070
N (-0.5576, 1.2543, -0.0496)  -0.373
C (-1.2995, 0.0881, 0.0110)  0.239
N (-0.7463, -1.0465, 0.0357)  -0.122
N (0.5153, -1.1881, -0.0009)  -0.288
N (1.3486, -0.1938, -0.0795)  -0.129
H (1.5649, 1.7760, -0.0445)  0.292
H (-2.4498, 0.3826, -0.1216)  0.311

It turns out ii is the most stable, with the second structure 5.163 eV higher.